Here is C35H48ClN4O6Zn as an isolated structure at a distorted geometry from OMol25. Energies are from the ωB97M-V functional and the def2-TZVPD basis.

LUMO energy, eV: 1.7
Frontier orbital gap, eV: 4.15
DFT total energy, eV: -116257.7532
Relative energy (zero: lowest compared OMol25 entry of this formula, charge and spin), kJ/mol: 0.0
Net charge: -1
HOMO level, eV: -2.41

```
95
Properties=species:S:1:pos:R:3:forces:R:3:lowdin_charge:R:1
O -4.2557 -1.7836 1.7225 -1.470 2.034 -0.820 -0.008
C -4.7288 -0.8078 1.1371 1.651 0.052 -0.257 -0.150
C -5.2797 -0.8503 -0.2669 0.178 -0.382 -0.040 -0.185
C -4.5665 -1.6055 -1.2113 -0.283 -0.366 0.190 -0.022
H -3.5857 -1.9884 -0.9095 -0.320 0.086 -0.325 0.114
C -5.1488 -1.9140 -2.4447 -0.346 0.032 0.190 -0.058
H -4.6085 -2.5048 -3.1939 -0.229 0.189 0.443 0.113
C -6.4657 -1.4939 -2.6994 0.295 0.601 0.355 -0.080
H -7.0122 -1.8814 -3.5588 0.260 0.310 0.030 0.099
C -7.0709 -0.5359 -1.8603 0.294 -0.378 0.110 -0.080
H -8.0317 -0.0928 -2.1407 0.362 -0.206 0.163 0.101
C -6.4544 -0.1888 -0.6497 0.055 -0.254 0.086 -0.042
H -6.8850 0.5458 0.0382 -0.075 -0.314 -0.302 0.113
H -4.5459 0.2353 1.5239 -0.568 -0.672 0.235 0.138
C -1.7516 2.8555 0.4023 1.148 1.883 -0.175 -0.158
C -1.4268 2.0401 -0.8138 -2.780 -1.604 1.523 -0.404
H -1.6102 3.9165 0.1293 -0.362 0.226 0.577 0.068
H -1.1004 2.6440 1.2608 -0.033 0.146 -0.257 0.029
H -2.7891 2.6992 0.7532 0.353 0.037 -0.406 0.067
C -2.1689 2.1275 -1.9242 -0.728 -0.266 0.144 -0.264
C -2.6558 3.2846 -2.7494 -0.470 0.012 0.146 -0.099
H -2.6084 1.2000 -2.2973 1.139 0.070 -0.572 0.080
H -3.6349 3.6312 -2.4261 -0.274 0.370 0.161 0.055
H -2.8081 2.8730 -3.7462 0.111 0.182 -0.153 0.054
H -1.9726 4.1324 -2.8355 0.010 -0.046 0.265 0.071
Zn -0.3439 0.4280 -0.4888 0.411 -0.816 -0.470 0.688
Cl 1.2565 2.4382 -1.3587 0.869 0.306 -0.347 0.858
C 2.0163 -1.1431 -1.7866 0.077 0.100 0.580 -0.285
O 1.3515 -1.1975 -0.7267 0.632 0.086 -1.280 -0.055
N 3.3076 -1.4924 -1.9346 -0.756 0.140 0.227 -0.169
C 4.0717 -1.9489 -0.8028 0.438 -0.202 0.554 -0.071
C 3.9844 -1.2800 -3.2017 -0.359 0.255 -0.162 -0.049
H 1.5941 -0.7890 -2.7372 -0.236 -0.028 0.332 0.118
H 3.4676 -2.6626 -0.2336 0.208 -0.054 -0.115 0.085
H 4.2957 -1.1032 -0.1289 -0.086 -0.121 -0.262 0.053
H 4.9905 -2.4019 -1.1907 -0.168 -0.158 0.241 0.076
H 3.2886 -1.5284 -4.0097 0.257 -0.098 -0.045 0.085
H 4.8691 -1.9290 -3.2309 -0.313 0.212 -0.175 0.080
H 4.2823 -0.2304 -3.3664 0.090 -0.294 0.267 0.091
H -3.4792 -5.4385 1.0202 0.065 0.191 -0.101 0.086
H -1.0734 -5.5136 -0.1002 0.042 0.195 -0.073 0.090
C -3.4843 -4.3987 0.6555 0.182 0.025 0.317 -0.071
C -1.2287 -4.4557 -0.3617 -0.156 0.034 -0.024 -0.036
N -2.1336 -3.8451 0.6020 -0.022 -0.249 0.071 -0.187
H -4.1120 -3.7752 1.3069 0.296 -0.435 -0.369 0.065
C -1.6468 -2.9704 1.5176 1.092 0.629 -0.097 -0.308
O -0.5076 -2.4817 1.4743 -1.573 -0.799 0.216 -0.017
H -0.2758 -3.9218 -0.3596 -0.196 -0.045 -0.001 0.085
H -2.3774 -2.6861 2.3043 0.298 -0.232 -0.361 0.123
H -3.9045 -4.3948 -0.3592 0.003 0.020 0.229 0.080
H -1.6887 -4.4124 -1.3564 0.179 0.020 0.088 0.088
H 1.5599 2.0312 4.2900 0.089 -0.081 -0.092 0.082
H -0.1725 0.1881 5.5981 -0.303 0.204 -0.107 0.093
C 0.6533 2.2111 3.7077 0.146 0.157 0.194 -0.015
C -0.8801 0.6017 4.8615 0.391 -0.113 -0.459 -0.033
N -0.1695 1.0123 3.6547 -0.186 -0.071 -0.088 -0.157
H 0.9434 2.5362 2.7089 -0.067 -0.244 0.095 0.091
C -0.3118 0.3119 2.5350 0.882 0.583 -1.778 -0.245
O 0.2180 0.6562 1.4365 -0.667 -0.838 2.288 -0.095
H -1.5957 -0.1740 4.5562 0.106 0.233 0.379 0.086
H -0.9243 -0.5992 2.6255 0.223 0.271 -0.154 0.121
H 0.0816 3.0008 4.1990 -0.063 0.054 -0.039 0.087
H -1.4017 1.4776 5.2697 0.050 -0.330 0.039 0.088
C 3.6507 -0.8814 5.0665 -0.046 0.011 0.163 -0.072
C 3.7950 0.2257 4.0508 -0.354 0.115 -0.629 -0.297
C 4.2495 1.4844 4.4541 0.317 0.283 0.770 -0.154
C 4.3572 2.5388 3.5432 -0.285 -0.250 -0.316 -0.164
C 4.0489 2.3387 2.2101 -0.116 -0.205 0.169 -0.083
C 3.6942 1.0298 1.7181 0.208 0.368 0.340 -0.390
N 3.6264 0.7000 0.4494 -0.532 -0.262 -0.911 0.024
C 1.5637 2.3128 -3.0689 0.115 -0.105 -0.288 -0.524
C 2.5870 3.1158 -3.5580 0.152 0.059 0.063 -0.117
C 2.9850 3.0352 -4.8850 -0.244 -0.066 0.248 -0.096
C 2.2675 2.2139 -5.7568 0.014 0.089 0.031 -0.095
C 1.1655 1.5001 -5.2963 0.330 0.000 0.356 -0.022
C 0.8379 1.4893 -3.9255 -0.465 0.187 -0.200 -0.130
C -0.4247 0.7470 -3.5041 -1.574 -1.001 0.477 -0.606
O -1.4316 0.9134 -4.2143 1.380 -0.294 -0.322 -0.004
O -0.3966 -0.0214 -2.4605 0.495 0.545 -1.780 -0.164
C 3.4412 0.0065 2.7240 0.261 0.657 0.223 -0.205
C 2.8398 -1.2856 2.2955 -0.170 -0.495 -0.223 -0.080
H 2.5961 -1.1541 5.2278 0.198 -0.008 -0.078 0.064
H 4.1786 -1.7933 4.7533 -0.148 0.164 0.042 0.075
H 4.0590 -0.5642 6.0324 -0.030 -0.054 -0.099 0.061
H 4.5129 1.6274 5.5016 0.039 0.073 -0.125 0.072
H 4.6873 3.5182 3.8784 -0.031 -0.023 0.044 0.079
H 4.1133 3.1434 1.4762 0.111 -0.081 0.159 0.082
H 3.6302 1.4743 -0.2194 0.315 0.146 0.658 -0.007
H 3.0341 3.8105 -2.8582 0.272 -0.086 -0.106 0.098
H 3.8404 3.6214 -5.2147 -0.235 -0.086 -0.069 0.099
H 2.5576 2.1771 -6.8030 -0.114 -0.071 0.086 0.094
H 0.5422 0.9322 -5.9881 0.143 0.111 0.295 0.118
H 2.3404 -1.1927 1.3252 0.220 0.062 0.213 0.037
H 3.6090 -2.0705 2.2084 -0.163 -0.038 -0.036 0.079
H 2.0878 -1.6506 3.0091 0.148 0.005 0.013 0.066
```
Positions in Å, forces in eV/Å.